Record 1
Below is C3H9N5 in the gas phase at a distorted geometry, with properties calculated with ωB97M-V/def2-TZVPD.

The molar mass comes out at 115.140 g/mol. Its lowest unoccupied orbital energy (spin up / spin down) is 0.0228 / 0.0228 hartree. For the gap between HOMO and LUMO (spin up / spin down), the calculation gives 7.66 / 7.66 eV. The calculation puts the total energy at -10701.6041 eV.

```
! RIJCOSX wB97M-V def2-TZVPD def2/J DEFGRID3
* xyz 0 1
H 1.76 3.01 -2.01
N -0.35 1.14 -0.90
H -1.86 -1.57 0.09
H 2.45 2.60 -0.36
C 1.48 2.60 -1.02
H -1.39 -2.11 2.95
H -1.87 -0.04 -1.46
C -0.88 -2.28 1.96
H 1.39 -0.51 -0.86
N 1.86 0.32 -1.07
N -1.14 -0.86 0.20
H 0.05 -2.74 2.11
N 0.95 1.22 -1.01
N -0.48 -1.12 1.26
C -1.07 0.01 -0.78
H 0.75 3.19 -0.62
H -1.65 -2.87 1.51
*
```

Now the Löwdin charges, all in e: number 1, H, carries 0.09; number 2, N, carries 0.05; number 3, H, carries 0.14; number 4, H, carries 0.13; number 5, C, carries -0.01; number 6, H, carries 0.09; number 7, H, carries 0.09; number 8, C, carries -0.17; number 9, H, carries 0.01; number 10, N, carries 0.13; number 11, N, carries -0.08; number 12, H, carries 0.05; number 13, N, carries -0.33; number 14, N, carries -0.09; number 15, C, carries -0.20; number 16, H, carries 0.03; number 17, H, carries 0.06

---

Record 2
Below is C3H9N5 in the gas phase, with properties calculated with ωB97M-V/def2-TZVPD.

The molar mass comes out at 115.140 g/mol. Its lowest unoccupied orbital energy is 0.0218 hartree. For the gap between HOMO and LUMO, the calculation gives 7.75 eV. The calculation puts the total energy at -10703.3380 eV.

```
! RIJCOSX wB97M-V def2-TZVPD def2/J DEFGRID3
* xyz 0 1
H -0.44 -0.53 1.91
H -2.59 -0.89 0.74
H 1.72 -1.14 -1.11
C 1.99 0.45 0.12
H -0.66 -1.93 0.08
H 3.10 -1.26 -0.07
N -2.40 0.81 -0.50
N -0.64 -0.97 -0.24
N 0.11 1.23 0.81
C -0.54 -0.05 0.94
H 0.63 1.03 -1.25
H -1.79 1.63 -0.42
N 2.36 -0.70 -0.46
H -2.54 0.58 -1.48
C -1.85 -0.26 0.25
H 2.52 0.77 1.01
N 1.02 1.24 -0.33
*
```

Now the Löwdin charges, all in e: number 1, H, carries 0.11; number 2, H, carries 0.12; number 3, H, carries 0.10; number 4, C, carries -0.22; number 5, H, carries 0.08; number 6, H, carries 0.11; number 7, N, carries 0.04; number 8, N, carries 0.03; number 9, N, carries -0.05; number 10, C, carries -0.39; number 11, H, carries 0.12; number 12, H, carries 0.05; number 13, N, carries 0.16; number 14, H, carries 0.07; number 15, C, carries -0.38; number 16, H, carries 0.13; number 17, N, carries -0.08

---

Record 3
Below is 2 unconnected molecules or ions with the total composition C3H9NO at a distorted geometry, with properties calculated with ωB97M-V/def2-TZVPD.

The molar mass comes out at 75.111 g/mol. Its lowest unoccupied orbital energy is 0.0356 hartree. Its SMILES is C=C.NCO. For the gap between HOMO and LUMO, the calculation gives 10.58 eV. The calculation puts the total energy at -6792.8652 eV.

```
! RIJCOSX wB97M-V def2-TZVPD def2/J DEFGRID3
* xyz 0 1
C 1.68 1.80 -0.11
H 0.04 -0.49 0.08
H -0.91 0.42 -1.47
H 3.25 1.75 1.26
N -1.68 -1.50 0.73
H 0.62 1.63 -0.30
O -1.33 -0.41 -1.37
H -1.44 -1.36 1.69
H 2.30 2.18 -0.92
H -2.00 -2.44 0.60
C 2.21 1.53 1.07
H 1.78 0.84 1.79
H -0.32 -2.09 -0.69
C -0.73 -1.15 -0.31
*
```

Now the Löwdin charges, all in e: number 1, C, carries -0.08; number 2, H, carries 0.08; number 3, H, carries 0.04; number 4, H, carries 0.04; number 5, N, carries 0.02; number 6, H, carries 0.03; number 7, O, carries -0.06; number 8, H, carries 0.06; number 9, H, carries 0.05; number 10, H, carries 0.06; number 11, C, carries -0.08; number 12, H, carries 0.05; number 13, H, carries 0.11; number 14, C, carries -0.34

---

Record 4
Below is C3H9NO in the gas phase at a distorted geometry, with properties calculated with ωB97M-V/def2-TZVPD.

The molar mass comes out at 75.111 g/mol. Its lowest unoccupied orbital energy is 0.0322 hartree. Its SMILES is C[C@H](O)CN. For the gap between HOMO and LUMO, the calculation gives 10.68 eV. The calculation puts the total energy at -6793.9330 eV.

```
! RIJCOSX wB97M-V def2-TZVPD def2/J DEFGRID3
* xyz 0 1
C 0.18 -0.56 0.01
H 0.29 0.82 -2.10
H 0.05 -1.40 -0.68
C -0.72 0.62 -0.34
H 0.15 -2.05 1.60
N -0.43 1.35 -1.62
C -0.05 -0.99 1.45
H -1.78 0.40 -0.18
H 0.06 2.14 -1.23
H -1.13 -0.95 1.63
H 0.53 -0.35 2.11
O 1.55 -0.13 -0.10
H -0.49 1.29 0.49
H 1.79 -0.20 -1.03
*
```

Now the Löwdin charges, all in e: number 1, C, carries -0.45; number 2, H, carries 0.05; number 3, H, carries 0.14; number 4, C, carries -0.24; number 5, H, carries 0.08; number 6, N, carries 0.01; number 7, C, carries -0.05; number 8, H, carries 0.11; number 9, H, carries 0.06; number 10, H, carries 0.08; number 11, H, carries 0.09; number 12, O, carries -0.06; number 13, H, carries 0.11; number 14, H, carries 0.08

---

Record 5
Below is 2 unconnected molecules or ions with the total composition C3H9NO at a distorted geometry, with properties calculated with ωB97M-V/def2-TZVPD.

The molar mass comes out at 75.111 g/mol. Its lowest unoccupied orbital energy is 0.0367 hartree. Its SMILES is C=N.CCO. For the gap between HOMO and LUMO, the calculation gives 10.93 eV. The calculation puts the total energy at -6792.9334 eV.

```
! RIJCOSX wB97M-V def2-TZVPD def2/J DEFGRID3
* xyz 0 1
H -0.18 0.26 -0.28
H -1.26 1.25 -2.30
H -0.81 -1.07 -1.31
H 1.22 0.28 2.05
H -2.86 0.59 -1.68
O -1.76 -0.63 0.51
H 3.49 -1.28 1.18
C 2.94 -0.34 1.23
H -1.88 1.65 -0.72
H -1.27 -1.40 0.79
C -1.08 -0.22 -0.67
C -1.82 0.85 -1.47
H 3.46 0.56 0.90
N 1.81 -0.50 1.77
*
```

Now the Löwdin charges, all in e: number 1, H, carries 0.09; number 2, H, carries 0.07; number 3, H, carries 0.11; number 4, H, carries 0.04; number 5, H, carries 0.07; number 6, O, carries -0.09; number 7, H, carries 0.06; number 8, C, carries -0.15; number 9, H, carries 0.07; number 10, H, carries 0.07; number 11, C, carries -0.34; number 12, C, carries -0.09; number 13, H, carries 0.06; number 14, N, carries 0.01

---

Record 6
Below is 2 unconnected molecules or ions with the total composition C3H9NO at a distorted geometry, with properties calculated with ωB97M-V/def2-TZVPD.

The molar mass comes out at 75.111 g/mol. Its lowest unoccupied orbital energy is 0.0383 hartree. Its SMILES is C=O.CCN. For the gap between HOMO and LUMO, the calculation gives 10.55 eV. The calculation puts the total energy at -6793.0645 eV.

```
! RIJCOSX wB97M-V def2-TZVPD def2/J DEFGRID3
* xyz 0 1
H 2.06 0.24 1.84
H 1.74 1.73 -0.24
H -3.16 -1.98 -0.44
O -1.32 -2.16 -1.16
H -1.98 -0.72 0.17
H 0.36 2.00 0.90
H 0.51 -0.57 1.46
C 0.82 1.25 0.22
H -0.42 1.61 -1.39
C 1.31 0.05 1.06
H 0.48 0.11 -1.48
H 1.86 -0.68 0.38
C -2.14 -1.59 -0.44
N -0.11 0.71 -0.87
*
```

Now the Löwdin charges, all in e: number 1, H, carries 0.06; number 2, H, carries 0.10; number 3, H, carries 0.07; number 4, O, carries -0.04; number 5, H, carries 0.05; number 6, H, carries 0.10; number 7, H, carries 0.05; number 8, C, carries -0.32; number 9, H, carries 0.09; number 10, C, carries -0.14; number 11, H, carries 0.07; number 12, H, carries 0.09; number 13, C, carries -0.13; number 14, N, carries -0.04

---

Record 7
Below is 2 unconnected molecules or ions with the total composition C3H9NO, with properties calculated with ωB97M-V/def2-TZVPD.

The molar mass comes out at 75.111 g/mol. Its lowest unoccupied orbital energy is 0.0373 hartree. Its SMILES is C/C=C/N.O. For the gap between HOMO and LUMO, the calculation gives 9.06 eV. The calculation puts the total energy at -6793.7473 eV.

```
! RIJCOSX wB97M-V def2-TZVPD def2/J DEFGRID3
* xyz 0 1
C -0.57 0.63 -1.09
H -0.11 -2.26 0.62
N -1.06 1.92 -0.92
H 1.80 0.99 2.64
H -0.09 0.40 -2.04
H -0.93 2.58 -1.66
C -0.15 -1.73 -0.34
H -0.73 -2.37 -1.00
C -0.61 -0.31 -0.16
O 2.45 0.48 2.15
H -1.97 1.98 -0.50
H 0.87 -1.79 -0.68
H 2.14 -0.42 2.15
H -1.05 -0.12 0.81
*
```

Now the Löwdin charges, all in e: number 1, C, carries -0.24; number 2, H, carries 0.06; number 3, N, carries 0.03; number 4, H, carries 0.03; number 5, H, carries 0.11; number 6, H, carries 0.07; number 7, C, carries -0.13; number 8, H, carries 0.07; number 9, C, carries -0.19; number 10, O, carries -0.06; number 11, H, carries 0.08; number 12, H, carries 0.06; number 13, H, carries 0.02; number 14, H, carries 0.09

---

Record 8
Below is a molecular structure, C3H9NO at a distorted geometry, with properties calculated with ωB97M-V/def2-TZVPD.

The molar mass comes out at 75.111 g/mol. Its lowest unoccupied orbital energy is -0.1286 hartree. For the gap between HOMO and LUMO, the calculation gives 4.48 eV. The calculation puts the total energy at -6786.0890 eV.

```
! RIJCOSX wB97M-V def2-TZVPD def2/J DEFGRID3
* xyz 0 1
H -1.97 2.29 2.02
O 1.20 -2.93 -0.19
H -1.35 1.53 -0.03
H 2.20 -0.22 0.21
C -0.64 0.92 -0.76
H -3.04 1.41 1.07
H 1.81 -0.18 -1.56
H -0.16 -0.22 0.88
N -2.18 1.95 1.09
H 1.91 -3.41 0.26
C 1.47 -0.46 -0.56
H -0.75 0.98 -1.84
C 0.15 0.02 -0.13
H 1.36 -1.67 -0.46
*
```

Now the Löwdin charges, all in e: number 1, H, carries -0.03; number 2, O, carries -0.22; number 3, H, carries -0.02; number 4, H, carries 0.10; number 5, C, carries 0.14; number 6, H, carries -0.04; number 7, H, carries 0.09; number 8, H, carries 0.12; number 9, N, carries -0.04; number 10, H, carries 0.00; number 11, C, carries -0.03; number 12, H, carries 0.09; number 13, C, carries -0.16; number 14, H, carries 0.01